1.
The following is a quantum chemistry calculation of an isolated ion of composition C29H36Br2NO2Si2 and charge +1 at a distorted geometry, from OMol25.

LUMO level   -0.18952 hartree
SMILES   C[Si](C)(C)O[N+](O[Si](C)(C)C)=C(C[C@H](/C=C/c1ccc(Br)cc1)c1ccc(Br)cc1)c1ccccc1
Max |F|   0.0592 hartree/bohr
Gap between HOMO and LUMO   5.32 eV
E_tot   -7058.6409 Eh
HOMO energy   -0.3851 Eh

ORCA input file:
```
! RIJCOSX wB97M-V def2-TZVPD def2/J DEFGRID3
* xyz 1 1
C 0.503 -4.813 0.180
Si -0.488 -3.424 -0.570
C 0.294 -2.881 -2.165
C -2.283 -3.914 -0.666
O -0.569 -2.119 0.533
N 0.746 -1.515 0.798
O 1.021 -1.735 2.141
Si -0.181 -2.193 3.271
C -0.168 -4.053 3.347
C 0.499 -1.467 4.850
C -1.879 -1.497 2.929
C 0.711 -0.176 0.526
C 0.357 0.205 -0.862
C 0.892 0.764 1.609
C -0.118 1.721 1.864
C -0.053 2.503 3.015
C 1.083 2.461 3.830
C 2.139 1.598 3.515
C 2.049 0.748 2.421
H 0.602 -5.594 -0.589
H 1.509 -4.477 0.461
H 0.031 -5.265 1.059
H 0.424 -3.789 -2.777
H -0.333 -2.184 -2.735
H 1.294 -2.443 -2.030
H -2.424 -4.602 -1.513
H -2.589 -4.438 0.252
H -2.946 -3.049 -0.805
H -0.315 -4.340 4.400
H -0.983 -4.495 2.761
H 0.789 -4.468 3.008
H -0.067 -1.900 5.690
H 1.560 -1.717 4.980
H 0.394 -0.375 4.889
H -2.394 -1.448 3.905
H -1.864 -0.482 2.508
H -2.471 -2.149 2.271
H -0.749 0.263 -0.900
H 0.659 -0.639 -1.507
H -0.964 1.793 1.167
H -0.900 3.146 3.270
H 1.144 3.097 4.716
H 3.039 1.567 4.132
H 2.864 0.070 2.165
Br 6.469 1.903 -4.142
C 4.821 1.468 -3.309
C 4.757 1.314 -1.917
C 3.507 1.184 -1.293
C 2.332 1.256 -2.045
C 0.976 1.479 -1.336
C -0.007 2.296 -2.171
C -0.926 3.123 -1.612
C -2.251 3.388 -2.142
C -3.189 4.114 -1.365
C -4.536 4.163 -1.727
C -4.953 3.546 -2.919
Br -6.783 3.539 -3.375
C -4.025 2.893 -3.742
C -2.675 2.830 -3.372
C 2.422 1.176 -3.440
C 3.662 1.316 -4.082
H 5.673 1.314 -1.327
H 3.455 1.065 -0.209
H 1.196 2.100 -0.456
H 0.083 2.200 -3.258
H -0.689 3.640 -0.675
H -2.857 4.611 -0.454
H -5.262 4.666 -1.095
H -4.360 2.430 -4.665
H -1.947 2.337 -4.009
H 1.526 1.036 -4.043
H 3.715 1.319 -5.168
*
```



2.
The following is a quantum chemistry calculation of the molecule C5H8N2 at a distorted geometry, from OMol25.

Relative energy (zero: lowest compared OMol25 entry of this formula, charge and spin)   110.5 kcal/mol
LUMO level (alpha / beta)   -0.03272 / -0.03319 hartree
Max |F|   0.0257 hartree/bohr
Gap between HOMO and LUMO (alpha / beta)   8.43 / 8.44 eV
E_tot   -304.6595 Eh
HOMO energy (alpha / beta)   -0.3424 / -0.3432 Eh

ORCA input file:
```
! RIJCOSX wB97M-V def2-TZVPD def2/J DEFGRID3
* xyz 0 1
C -0.938 1.409 0.083
C -0.096 0.146 0.251
C -0.966 -1.098 0.409
N 0.777 0.044 -0.963
C 0.987 0.366 1.277
C 1.967 -0.590 -1.002
N 3.015 -1.093 -1.033
H -1.540 1.581 0.984
H -1.614 1.326 -0.774
H -0.284 2.277 -0.047
H -1.743 -1.132 -0.363
H -0.362 -2.006 0.327
H -1.461 -1.098 1.388
H 0.713 0.840 -1.584
H 1.412 -0.646 1.461
*
```



3.
The following is a quantum chemistry calculation of C46H40As2CoF3NO2P as an isolated structure at a distorted geometry, from OMol25.

Relative energy (zero: lowest compared OMol25 entry of this formula, charge and spin)   0.0 kcal/mol
LUMO level (alpha / beta)   -0.17067 / -0.34172 hartree
Max |F|   0.0768 hartree/bohr
Gap between HOMO and LUMO (alpha / beta)   8.64 / 4.05 eV
E_tot   -8476.8096 Eh
HOMO energy (alpha / beta)   -0.4881 / -0.4906 Eh
Expectation value of S²   6.021

ORCA input file:
```
! RIJCOSX wB97M-V def2-TZVPD def2/J DEFGRID3
* xyz 2 5
Co 0.017 -1.072 0.152
C 0.040 2.835 0.380
C 1.331 2.308 -0.131
As 1.338 0.495 -0.971
C 1.150 0.747 -2.911
C 2.014 1.535 -3.694
C 1.818 1.618 -5.083
C 0.736 0.973 -5.687
C -0.117 0.147 -4.891
C 0.031 0.133 -3.512
C 3.283 0.148 -0.781
C 4.008 -0.377 -1.853
C 5.394 -0.591 -1.766
C 6.056 -0.218 -0.626
C 5.358 0.385 0.446
C 3.979 0.534 0.407
As -1.264 3.403 -0.972
C -0.620 5.190 -1.439
C -0.102 5.308 -2.746
C 0.634 6.413 -3.152
C 0.919 7.392 -2.168
C 0.369 7.322 -0.899
C -0.502 6.278 -0.561
C -2.637 3.987 0.342
C -2.798 3.504 1.644
C -3.836 3.841 2.486
C -4.855 4.635 1.979
C -4.668 5.211 0.746
C -3.537 4.946 -0.068
H 0.201 3.741 1.011
H -0.549 2.104 0.951
H 2.126 2.334 0.622
H 1.725 2.877 -0.972
H 2.788 2.067 -3.176
H 2.539 2.145 -5.730
H 0.610 1.078 -6.737
H -0.962 -0.434 -5.350
H -0.638 -0.477 -2.896
H 3.510 -0.579 -2.796
H 5.881 -1.077 -2.625
H 7.125 -0.406 -0.513
H 5.933 0.841 1.249
H 3.349 0.849 1.282
H -0.376 4.587 -3.476
H 1.015 6.455 -4.189
H 1.446 8.261 -2.452
H 0.619 8.069 -0.153
H -1.053 6.288 0.387
H -2.063 2.748 2.049
H -3.819 3.363 3.469
H -5.678 4.834 2.619
H -5.420 5.851 0.374
H -3.303 5.563 -0.945
N -1.779 -1.637 -0.906
C -2.600 -2.406 0.061
C -3.945 -2.114 0.122
C -4.685 -2.842 1.040
C -4.122 -3.838 1.827
C -2.786 -4.127 1.703
C -1.945 -3.276 0.909
P -0.104 -3.166 1.043
C 0.422 -4.393 -0.201
C -0.098 -5.680 -0.221
C 0.485 -6.669 -1.060
C 1.573 -6.362 -1.867
C 2.123 -5.079 -1.807
C 1.480 -4.083 -1.033
C 0.190 -3.913 2.614
C 1.052 -4.945 2.854
C 1.295 -5.403 4.171
C 0.523 -4.947 5.238
C -0.353 -3.865 5.037
C -0.499 -3.341 3.719
H -2.421 -1.012 -1.359
H -1.442 -2.288 -1.633
H -4.348 -1.322 -0.532
H -5.750 -2.636 1.085
H -4.658 -4.423 2.613
H -2.360 -4.926 2.323
H -0.971 -5.845 0.420
H 0.071 -7.635 -1.145
H 1.924 -7.128 -2.554
H 2.991 -4.758 -2.358
H 1.833 -3.031 -1.100
H 1.706 -5.314 2.039
H 2.044 -6.236 4.203
H 0.654 -5.466 6.208
H -0.938 -3.447 5.834
H -1.215 -2.505 3.508
F 0.122 1.702 4.020
C -0.372 0.445 3.770
F -1.630 0.352 4.235
F 0.412 -0.339 4.604
C -0.187 0.071 2.324
O 0.981 -0.263 1.996
O -1.222 -0.024 1.583
*
```



4.
The following is a quantum chemistry calculation of C4H11ClN2O2V as an isolated structure, from OMol25.

Relative energy (zero: lowest compared OMol25 entry of this formula, charge and spin)   15.0 kcal/mol
LUMO level (alpha / beta)   -0.00453 / -0.00598 hartree
Max |F|   0.0127 hartree/bohr
Gap between HOMO and LUMO (alpha / beta)   6.56 / 5.97 eV
E_tot   -1823.1746 Eh
HOMO energy (alpha / beta)   -0.2454 / -0.2254 Eh
Expectation value of S²   0.758

ORCA input file:
```
! RIJCOSX wB97M-V def2-TZVPD def2/J DEFGRID3
* xyz 0 2
V -1.023 -0.106 -0.599
N 1.138 -0.497 -0.989
C 1.814 -1.008 0.225
C 1.696 -0.019 1.380
C 0.335 -0.049 2.101
O 0.309 -0.072 3.315
O -0.704 -0.031 1.333
H 1.165 -1.223 -1.703
H 1.679 0.276 -1.366
H 2.871 -1.207 0.018
H 1.341 -1.955 0.488
H 1.866 0.995 0.998
H 2.471 -0.214 2.118
N -0.736 2.167 -0.698
H -0.179 2.433 0.109
H -1.651 2.583 -0.558
H -0.328 2.621 -1.508
Cl -1.923 -2.347 -1.133
C -2.974 -0.690 -1.111
H -3.708 -0.906 -0.334
H -3.459 -0.751 -2.085
*
```